2 unconnected molecules or ions with the total composition C3H10NO2, computed with ωB97M-V with the def2-TZVPD basis set.

Total charge: +1
Energy above the lowest of the compared OMol25 structures with the same formula, charge and spin (kcal/mol): 31.1
E_HOMO (eV): -14.8
Kohn-Sham gap (eV): 11.038
2S+1: 1

The geometry in XYZ format:
```
16
C3H10NO2 | the OMol25 dataset | ωB97M-V with the def2-TZVPD basis set
O -2.638 -0.212 -0.013
C -2.003 0.354 -0.859
C -0.522 0.004 -0.964
N 0.061 0.087 0.424
C 0.307 1.471 0.922
H -2.502 1.083 -1.498
H -0.484 -1.046 -1.237
H 0.091 0.646 -1.577
H -0.453 -0.523 1.065
H 0.960 -0.391 0.287
H -0.012 2.187 0.167
H 1.354 1.611 1.011
H -0.154 1.660 1.882
H 1.550 -2.871 -0.212
H 2.447 -2.039 0.729
O 2.000 -2.022 -0.128
```

---

2 unconnected molecules or ions with the total composition C3H10NO2, computed with ωB97M-V with the def2-TZVPD basis set.

Total charge: +1
Energy above the lowest of the compared OMol25 structures with the same formula, charge and spin (kcal/mol): 26.8
E_HOMO (eV): -15.6
Kohn-Sham gap (eV): 12.760
2S+1: 1

The geometry in XYZ format:
```
16
C3H10NO2 | the OMol25 dataset | ωB97M-V with the def2-TZVPD basis set
O -0.200 0.782 -0.995
C -0.938 -0.003 -1.577
O -0.526 -1.195 -1.981
H -1.971 0.189 -1.752
H -1.204 -1.626 -2.479
C 0.051 -1.028 1.505
N 0.940 0.096 1.075
C 0.666 1.463 1.576
H 0.289 -1.420 2.473
H -0.983 -0.660 1.467
H 0.164 -1.870 0.741
H 0.916 0.167 0.084
H 1.851 -0.104 1.284
H -0.391 1.514 1.751
H 0.926 2.371 0.979
H 0.966 1.479 2.715
```

---

2 unconnected molecules or ions with the total composition C3H10NO2, computed with ωB97M-V with the def2-TZVPD basis set.

Total charge: +1
Energy above the lowest of the compared OMol25 structures with the same formula, charge and spin (kcal/mol): 39.7
E_HOMO (eV): -15.0
Kohn-Sham gap (eV): 11.212
2S+1: 1

The geometry in XYZ format:
```
16
C3H10NO2 | the OMol25 dataset | ωB97M-V with the def2-TZVPD basis set
C -3.107 -0.218 0.284
C 3.020 0.718 0.615
C -0.716 -0.261 -0.461
N -2.006 -0.151 -0.644
O 0.111 -0.136 -1.425
O 2.280 -0.335 -0.055
H -2.837 0.052 1.315
H -4.018 0.353 -0.027
H -3.442 -1.308 0.422
H 3.823 0.092 1.214
H 2.332 1.082 1.350
H 3.594 1.462 0.015
H -0.506 -0.324 0.623
H -2.388 -0.117 -1.506
H 2.879 -0.755 -0.769
H 0.981 -0.154 -0.952
```

---

2 unconnected molecules or ions with the total composition C3H10NO2, computed with ωB97M-V with the def2-TZVPD basis set.

Total charge: +1
Energy above the lowest of the compared OMol25 structures with the same formula, charge and spin (kcal/mol): 43.1
E_HOMO (eV): -15.1
Kohn-Sham gap (eV): 11.427
2S+1: 1

The geometry in XYZ format:
```
16
C3H10NO2 | the OMol25 dataset | ωB97M-V with the def2-TZVPD basis set
O -1.144 0.396 1.664
C -1.630 -0.350 0.809
C -1.200 -0.431 -0.743
N 0.246 0.268 -0.774
C 0.430 1.552 -1.484
H -2.429 -1.127 1.005
H -1.033 -1.460 -0.989
H -1.970 -0.061 -1.453
H 0.324 0.340 0.235
H 0.827 -0.493 -1.086
H -0.376 2.236 -1.204
H 0.302 1.293 -2.480
H 1.377 1.896 -1.302
H 2.854 -1.663 0.083
H 2.950 -1.135 1.580
O 2.376 -1.187 0.777
```

---

2 unconnected molecules or ions with the total composition C3H10NO2PS, computed with ωB97M-V with the def2-TZVPD basis set.

Energy above the lowest of the compared OMol25 structures with the same formula, charge and spin (kcal/mol): 17.6
E_HOMO (eV): -9.3
Kohn-Sham gap (eV): 9.615
Structure (SMILES): NP(=O)=S.CC(C)O
2S+1: 1

The geometry in XYZ format:
```
18
C3H10NO2PS | the OMol25 dataset | ωB97M-V with the def2-TZVPD basis set
N 2.358 1.086 0.186
P 3.861 0.552 0.600
O 4.956 1.003 -0.233
S 4.063 -0.648 2.148
H 1.374 0.761 0.383
H 2.594 1.786 -0.511
C -1.065 -1.345 -0.839
C -1.169 -0.058 -0.164
C -2.650 0.360 -0.101
O -0.535 -0.034 1.104
H -1.359 -1.275 -1.939
H -0.020 -1.816 -0.924
H -1.678 -2.121 -0.346
H -0.579 0.756 -0.792
H -3.134 0.254 -1.067
H -2.524 1.421 0.113
H -3.254 -0.233 0.636
H -1.240 -0.449 1.747
```

---

2 unconnected molecules or ions with the total composition C3H10NO2S, computed with ωB97M-V with the def2-TZVPD basis set.

Total charge: +1
Energy above the lowest of the compared OMol25 structures with the same formula, charge and spin (kcal/mol): 62.1
E_HOMO (eV): -13.5
Kohn-Sham gap (eV): 9.226
2S+1: 1

The geometry in XYZ format:
```
17
C3H10NO2S | the OMol25 dataset | ωB97M-V with the def2-TZVPD basis set
C -1.778 1.079 0.260
C -1.837 -0.327 0.966
C 3.085 -1.157 0.514
N 2.501 -0.039 0.240
O -0.507 1.305 -0.503
O 0.531 -1.195 -0.269
S -0.945 -1.560 -0.086
H -1.849 1.840 0.997
H -2.527 1.048 -0.607
H -2.884 -0.711 1.035
H -1.437 -0.469 1.978
H 4.206 -1.094 0.756
H 2.539 -2.101 0.573
H 3.002 0.852 -0.091
H -1.398 -0.946 -1.293
H 1.459 -0.044 -0.053
H -0.402 2.302 -0.530
```

---

2 unconnected molecules or ions with the total composition C3H10NO3, computed with ωB97M-V with the def2-TZVPD basis set.

Total charge: -1
Energy above the lowest of the compared OMol25 structures with the same formula, charge and spin (kcal/mol): 28.5
E_HOMO (eV): -3.4
Kohn-Sham gap (eV): 7.451
2S+1: 1

The geometry in XYZ format:
```
17
C3H10NO3 | the OMol25 dataset | ωB97M-V with the def2-TZVPD basis set
N 1.291 1.544 1.156
C 0.908 0.231 0.667
C 0.120 0.055 -0.643
O -1.141 -0.522 -0.544
C -0.030 -0.474 1.770
O -0.146 -1.767 1.210
H 2.093 1.963 0.720
H 0.563 2.229 1.220
H 1.817 -0.495 0.555
H 0.049 0.919 -1.357
H 0.693 -0.523 -1.370
H -0.847 -1.345 0.142
H 0.391 -0.463 2.783
H -0.962 -0.058 1.530
H -1.747 -0.944 -2.035
H -1.244 0.209 -2.849
O -1.808 -0.559 -2.955
```

---

2 unconnected molecules or ions with the total composition C3H10NO3, computed with ωB97M-V with the def2-TZVPD basis set.

Total charge: +1
Energy above the lowest of the compared OMol25 structures with the same formula, charge and spin (kcal/mol): 20.2
E_HOMO (eV): -14.5
Kohn-Sham gap (eV): 10.906
2S+1: 1

The geometry in XYZ format:
```
17
C3H10NO3 | the OMol25 dataset | ωB97M-V with the def2-TZVPD basis set
O -0.999 -2.045 0.051
C -0.270 -1.341 -0.569
O -0.250 -1.120 -1.879
C 0.866 -0.603 0.079
C 0.863 0.910 -0.097
N 0.749 -0.974 1.536
H -0.983 -1.558 -2.346
H 1.769 -1.061 -0.272
H 0.460 1.169 -1.081
H 0.285 1.431 0.651
H 1.897 1.269 -0.144
H -0.240 -1.122 1.769
H 1.114 -0.216 2.113
H 1.249 -1.838 1.715
H -0.660 5.003 0.338
H -0.798 4.003 1.488
O -0.751 4.065 0.525
```

---

A molecular structure, C3H10NO4Si, computed with ωB97M-V with the def2-TZVPD basis set.

Total charge: +1
E_HOMO (eV): -13.9
Kohn-Sham gap (eV): 10.364
2S+1: 1

The geometry in XYZ format:
```
19
C3H10NO4Si | the OMol25 dataset | ωB97M-V with the def2-TZVPD basis set
C 2.680 -1.645 0.221
C 2.269 -0.436 0.593
C 1.313 0.288 -0.246
N 1.105 1.583 0.021
O -2.169 -0.750 -1.621
O -1.968 1.498 0.096
O -2.901 -0.754 0.915
O -0.164 -0.716 0.277
Si -1.664 -0.697 -0.058
H 3.320 -2.270 0.694
H 2.449 -1.820 -0.800
H 2.729 -0.070 1.442
H 1.232 0.127 -1.332
H -1.185 1.835 0.387
H 1.420 1.897 0.893
H 0.651 2.251 -0.465
H -2.797 -1.269 -2.132
H -2.640 1.671 0.729
H -3.678 -0.722 0.386
```

---

2 unconnected molecules or ions with the total composition C3H10NO6PSSi, computed with ωB97M-V with the def2-TZVPD basis set.

Total charge: -2
E_HOMO (eV): 0.3
Kohn-Sham gap (eV): 4.691
2S+1: 1

The geometry in XYZ format:
```
23
C3H10NO6PSSi | the OMol25 dataset | ωB97M-V with the def2-TZVPD basis set
C 2.153 0.173 1.230
C 0.875 -0.580 0.731
P -0.676 0.168 1.464
C -1.976 -1.199 1.581
Si -1.530 1.594 0.001
O -1.396 3.206 0.711
N -0.129 3.393 1.219
O 0.706 3.413 0.389
H 1.977 0.561 2.244
H 2.981 -0.537 1.180
H 2.339 1.038 0.587
H 0.832 -0.480 -0.367
H 0.996 -1.645 0.946
H -1.548 -2.082 1.095
H -2.912 -0.928 1.086
H -2.146 -1.373 2.649
H -2.927 1.220 -0.269
H -0.811 1.572 -1.274
O 0.118 -2.636 -3.854
S 0.641 -1.506 -3.046
O -0.494 -0.805 -2.380
O 1.359 -0.548 -3.922
O 1.568 -2.020 -2.001
```

---

A single C3H10NOP molecule, computed with ωB97M-V with the def2-TZVPD basis set.

Energy above the lowest of the compared OMol25 structures with the same formula, charge and spin (kcal/mol): 98.0
E_HOMO (eV): -8.9
Kohn-Sham gap (eV): 9.572
Structure (SMILES): CN(C)[P@H](C)=O
2S+1: 1

The geometry in XYZ format:
```
16
C3H10NOP | the OMol25 dataset | ωB97M-V with the def2-TZVPD basis set
C -0.031 -1.987 0.096
N 0.110 -0.606 -0.365
C 1.466 -0.033 -0.075
P -1.364 0.198 -0.371
C -1.132 1.820 0.480
O -2.997 -0.609 0.394
H 0.531 -2.167 0.978
H -1.189 -2.082 0.244
H 0.276 -2.683 -0.628
H 1.543 0.540 0.792
H 2.066 -0.889 0.063
H 1.883 0.539 -0.876
H -1.629 0.671 -1.555
H -1.742 2.690 0.099
H -1.240 1.556 1.505
H -0.119 2.108 0.278
```

---

A single C3H10NOP molecule, computed with ωB97M-V with the def2-TZVPD basis set.

Energy above the lowest of the compared OMol25 structures with the same formula, charge and spin (kcal/mol): 53.0
E_HOMO (eV): -8.5
Kohn-Sham gap (eV): 9.347
Structure (SMILES): CN(C)[P@H](C)=O
2S+1: 1

The geometry in XYZ format:
```
16
C3H10NOP | the OMol25 dataset | ωB97M-V with the def2-TZVPD basis set
C -0.624 1.783 0.670
N -0.541 0.808 -0.334
C -1.576 -0.196 -0.809
P 1.290 0.026 -0.231
C 1.179 -1.665 0.387
O 2.381 0.895 0.214
H 0.315 1.868 1.079
H -0.878 2.704 0.259
H -1.403 1.596 1.503
H -2.065 0.148 -1.720
H -1.030 -1.201 -1.031
H -2.358 -0.388 -0.055
H 1.363 -0.169 -1.601
H 0.520 -1.953 1.109
H 1.225 -2.365 -0.384
H 2.201 -1.891 0.943
```

---

A single C3H10NOP3 molecule, computed with ωB97M-V with the def2-TZVPD basis set.

⟨S²⟩: 2.01
Energy above the lowest of the compared OMol25 structures with the same formula, charge and spin (kcal/mol): 0.0
E_HOMO (spin up / spin down) (eV): -4.2 / -9.2
Kohn-Sham gap (spin up / spin down) (eV): 5.111 / 6.567
2S+1: 3

The geometry in XYZ format:
```
18
C3H10NOP3 | the OMol25 dataset | ωB97M-V with the def2-TZVPD basis set
C -0.139 -0.239 -0.019
C 0.061 -0.963 -2.514
C 0.299 -1.264 -1.007
N 0.167 0.955 0.097
O -1.127 -0.740 0.778
P 1.183 2.029 -0.632
P -0.483 0.414 3.509
P -1.727 0.504 1.729
H 0.991 -1.159 -3.033
H -0.707 -1.374 -3.073
H 0.062 0.091 -2.777
H 1.417 -1.326 -0.788
H -0.213 -2.185 -0.745
H 2.217 1.668 0.257
H 1.882 1.348 -1.689
H -1.497 1.110 4.261
H 0.332 1.559 3.504
H -2.717 -0.429 2.142
```

---

2 unconnected molecules or ions with the total composition C3H10NOS, computed with ωB97M-V with the def2-TZVPD basis set.

Total charge: -1
Energy above the lowest of the compared OMol25 structures with the same formula, charge and spin (kcal/mol): 15.7
E_HOMO (eV): -2.9
Kohn-Sham gap (eV): 6.999
2S+1: 1

The geometry in XYZ format:
```
16
C3H10NOS | the OMol25 dataset | ωB97M-V with the def2-TZVPD basis set
C -2.139 -1.590 0.634
C -1.592 -0.146 0.702
C -0.021 -0.094 0.657
S 0.772 0.284 -0.952
N -2.237 0.576 -0.401
H -1.443 -2.347 0.091
H -3.031 -1.557 0.001
H -2.598 -2.034 1.572
H -1.994 0.263 1.641
H 0.344 0.707 1.232
H 0.350 -0.936 1.265
H -1.937 1.524 -0.210
H -1.646 0.217 -1.191
H 3.923 -0.160 0.646
H 2.932 0.587 -0.254
O 3.829 0.667 0.164
```

---

2 unconnected molecules or ions with the total composition C3H10NOS, computed with ωB97M-V with the def2-TZVPD basis set.

Total charge: -1
Energy above the lowest of the compared OMol25 structures with the same formula, charge and spin (kcal/mol): 36.7
E_HOMO (eV): -2.7
Kohn-Sham gap (eV): 6.585
2S+1: 1

The geometry in XYZ format:
```
16
C3H10NOS | the OMol25 dataset | ωB97M-V with the def2-TZVPD basis set
C -0.280 2.024 1.342
N -0.289 1.150 0.221
C -1.501 0.313 0.074
C -1.408 -1.071 -0.502
S 0.207 -1.839 -0.017
H 0.568 2.665 1.289
H -1.281 2.646 1.225
H -0.294 1.376 2.291
H 0.367 0.399 0.451
H -2.238 0.678 -0.667
H -2.075 0.382 1.007
H -2.155 -1.820 -0.064
H -1.383 -1.012 -1.611
H 1.978 0.290 -0.848
H 2.596 1.782 -0.942
O 2.720 0.798 -1.111
```